Below is a molecular structure, C14H19BaClN2, with properties calculated with ωB97M-V/def2-TZVPD.

Each line ends with the Mulliken charge.
Positions of all 37 atoms, in Å:
1 C -3.50 -1.16 1.08  -1.423
2 C -2.41 1.43 -1.37  -1.707
3 H -3.51 -2.20 1.15  0.482
4 H -4.18 -0.44 0.60  0.406
5 H -3.39 -1.25 2.20  0.297
6 H -2.50 1.43 -2.45  0.442
7 H -3.62 1.48 -1.20  0.221
8 H -2.17 2.49 -1.54  0.310
9 C 0.27 -3.06 0.07  -0.547
10 C 1.35 -3.86 0.03  -0.283
11 C 2.60 -3.48 -0.46  -1.010
12 C 2.54 -2.14 -0.79  0.578
13 H -0.70 -3.37 0.43  0.411
14 H 1.23 -4.94 0.38  0.243
15 H 3.44 -4.10 -0.54  0.536
16 H 3.68 -1.69 -1.21  -0.178
17 N 0.37 -1.77 -0.34  -0.035
18 C 1.57 -1.27 -0.78  0.218
19 C 1.66 0.17 -1.19  0.554
20 N 0.60 1.01 -1.00  0.247
21 C 0.70 2.30 -1.32  -0.419
22 C 2.94 1.99 -2.16  -0.842
23 C 1.81 2.79 -1.92  -0.625
24 H -0.19 2.93 -1.08  0.321
25 H 1.84 3.90 -2.21  0.263
26 C 2.75 0.73 -1.71  0.136
27 H 3.71 -0.03 -1.89  -0.142
28 H 3.83 2.36 -2.62  0.502
29 Ba -1.71 -0.10 0.09  1.716
30 C -1.29 2.85 1.69  -1.064
31 H -1.63 3.69 1.05  0.292
32 H -0.24 2.47 1.60  0.434
33 H -1.86 2.66 2.62  0.299
34 Cl -0.20 -1.85 3.62  -0.277
35 C -1.11 -0.34 3.66  -0.752
36 H -2.25 -0.28 3.90  0.238
37 H -0.44 0.66 3.62  0.155

LUMO level (spin up / spin down), eV: -1.0590 / -0.7216
Net charge: 0
HOMO (spin up / spin down), eV: -4.79 / -4.59
Spin multiplicity: 1


Below is a molecular structure, C14H19Br2N4OY, with properties calculated with ωB97M-V/def2-TZVPD.

Each line ends with the Mulliken charge.
Positions of all 41 atoms, in Å:
1 Y -0.19 0.09 -0.03  1.682
2 N 1.20 1.19 1.62  -0.634
3 C 0.79 0.77 3.00  -0.485
4 C -0.72 0.81 3.15  -0.758
5 N -1.46 0.00 2.13  -0.007
6 C -1.68 -1.43 2.49  -0.759
7 C -0.55 -2.36 2.07  -0.482
8 N -0.27 -2.25 0.61  -0.634
9 H 2.19 0.97 1.48  0.283
10 H 1.18 2.21 1.57  0.310
11 H 1.22 1.42 3.75  0.445
12 H 1.19 -0.23 3.18  0.271
13 H -1.07 1.84 3.04  0.410
14 H -0.99 0.49 4.16  0.351
15 H -2.39 0.41 2.07  0.272
16 H -2.60 -1.75 1.99  0.410
17 H -1.85 -1.54 3.56  0.348
18 H -0.83 -3.38 2.34  0.446
19 H 0.37 -2.14 2.61  0.271
20 H -0.97 -2.79 0.09  0.310
21 H 0.60 -2.72 0.39  0.283
22 C -3.37 1.63 -0.62  -1.337
23 C -2.53 1.63 -1.86  1.093
24 C -2.99 2.18 -3.05  -1.070
25 C -2.19 2.17 -4.16  -0.612
26 C -0.91 1.61 -4.12  0.703
27 C -0.01 1.55 -5.23  -0.304
28 Br -0.52 2.25 -6.89  -0.130
29 C 1.21 0.98 -5.09  -0.316
30 C 1.61 0.44 -3.84  -0.347
31 Br 3.31 -0.33 -3.70  -0.088
32 C 0.79 0.47 -2.76  0.916
33 O 1.13 -0.03 -1.53  -0.957
34 C -0.49 1.06 -2.89  -0.007
35 N -1.31 1.09 -1.77  -0.110
36 H -4.34 2.10 -0.79  0.423
37 H -2.89 2.19 0.19  0.258
38 H -3.57 0.61 -0.28  0.258
39 H -3.98 2.62 -3.08  0.419
40 H -2.55 2.60 -5.09  0.409
41 H 1.90 0.93 -5.92  0.464

LUMO level, eV: -6.4286
Net charge: +2
HOMO, eV: -13.68
Spin multiplicity: 1


Below is a molecular structure, C14H19Br2N5O6Ti, with properties calculated with ωB97M-V/def2-TZVPD.

Each line ends with the Mulliken charge.
Positions of all 47 atoms, in Å:
1 Ti 1.00 1.50 -1.03  0.109
2 O 2.46 1.76 -4.80  -0.652
3 C 1.82 1.58 -3.79  0.369
4 O 2.26 1.53 -2.56  -0.494
5 C 0.32 1.29 -3.86  0.530
6 C -0.49 1.25 -4.98  -0.702
7 C -1.83 0.91 -4.80  -0.252
8 C -2.34 0.61 -3.53  -0.776
9 C -1.45 0.68 -2.47  0.111
10 N -0.19 1.03 -2.67  0.189
11 C -1.73 0.43 -0.98  0.768
12 O -2.78 -0.08 -0.59  -0.825
13 O -0.74 0.77 -0.25  -0.096
14 H -0.07 1.48 -5.95  0.510
15 H -2.49 0.88 -5.66  0.439
16 H -3.37 0.33 -3.37  0.509
17 N 1.88 -0.60 -0.58  -0.257
18 C 1.60 -0.80 0.85  0.638
19 C 2.48 -1.85 1.53  -1.096
20 C 2.10 -2.22 2.97  -0.869
21 C 0.63 -2.64 3.14  -0.756
22 N -0.25 -1.47 3.12  -0.172
23 C -1.33 -1.34 2.36  0.565
24 N -1.89 -2.39 1.73  -0.270
25 N -1.89 -0.14 2.17  -0.298
26 C 1.67 0.58 1.55  0.817
27 O 1.41 0.66 2.75  -0.806
28 O 1.97 1.57 0.80  -0.670
29 H 1.61 -1.41 -1.12  0.326
30 H 2.87 -0.43 -0.75  0.316
31 H 0.56 -1.12 0.89  0.024
32 H 3.52 -1.52 1.50  0.382
33 H 2.43 -2.76 0.92  0.328
34 H 2.31 -1.41 3.66  0.349
35 H 2.72 -3.06 3.28  0.470
36 H 0.50 -3.17 4.08  0.328
37 H 0.36 -3.33 2.33  0.360
38 H 0.26 -0.58 3.28  0.348
39 H -1.67 -3.32 2.03  0.220
40 H -2.74 -2.25 1.21  0.230
41 H -1.35 0.68 2.41  0.073
42 H -2.47 -0.03 1.35  0.226
43 Br -0.88 3.20 2.37  -0.009
44 C -2.24 3.68 1.21  -0.729
45 Br 0.40 3.92 -1.25  -0.535
46 H -2.22 4.70 0.84  0.348
47 H -2.74 2.88 0.69  0.382

LUMO level (spin up / spin down), eV: -0.1288 / -0.1703
Net charge: 0
<S²>: 2.01
HOMO (spin up / spin down), eV: -7.39 / -8.70
Spin multiplicity: 3


| no. | F_max (hartree/bohr) |
| --- | --- |
| 1 | 0.1976 |
| 2 | 0.0264 |
| 3 | 0.0249 |